Here is a structure of composition C30H43BrIrN5O2P2S from the OMol25 dataset. Energies are from ωB97M-V/def2-TZVPD.

The geometry in XYZ format:
```
85
Properties=species:S:1:pos:R:3:forces:R:3
Ir -0.1029 0.3007 0.3457 -0.31 -0.09 0.39
Br -4.3399 -4.0594 -2.4192 -0.03 -0.02 -0.02
S 1.0474 1.4160 -1.2261 0.00 -0.14 -0.43
P 1.9481 -2.0113 1.7693 0.06 -0.03 0.17
P -1.7670 1.8320 0.3115 0.04 0.34 0.14
O 0.9579 1.4423 1.6201 0.34 0.15 0.23
O 1.2002 -1.3022 0.6479 0.21 -0.11 -0.11
N 2.2225 -3.6007 1.5226 -0.11 0.01 -0.16
N 1.6368 2.4944 1.1150 -0.12 -0.12 -0.01
N -1.2559 -1.0948 -0.6507 -0.02 0.20 -0.16
N 3.3942 -1.2973 1.9796 -0.09 0.11 0.08
N 1.0065 -1.9690 3.1128 -0.04 0.00 0.03
C 2.9055 4.4188 1.5576 0.02 0.01 -0.01
C -1.8983 -1.9702 0.1382 0.09 -0.10 -0.05
C -3.0922 -2.8724 -1.7099 0.04 0.02 0.03
C 4.0157 -0.2900 1.1091 0.05 -0.10 -0.04
C 4.2043 -1.5270 3.1934 -0.01 0.01 0.02
C -0.5179 -1.1672 4.7026 0.00 -0.03 0.01
C 2.5409 3.6844 -0.6994 -0.04 -0.02 0.02
C -1.6337 3.8374 4.4378 0.00 -0.01 0.00
C 1.0928 -2.8958 4.2687 -0.01 0.00 -0.01
C -1.3058 4.5778 3.3126 0.00 0.00 -0.02
C 2.1577 3.3661 2.0049 0.00 0.02 -0.03
C 5.4418 -0.6559 2.9697 -0.03 0.01 0.00
C -2.4094 -1.9886 -2.5350 0.04 -0.02 -0.01
C -1.7339 3.1418 -0.9349 -0.07 -0.03 -0.04
C 1.4734 -5.4835 0.2312 0.01 0.03 -0.01
C -1.3715 3.9977 2.0514 0.01 0.02 0.00
C -1.7708 2.6723 1.9138 0.06 -0.06 -0.01
C 4.9248 0.4656 2.0681 0.02 -0.02 -0.01
C 3.1065 4.5757 0.1818 0.02 0.01 0.01
C -1.4994 -1.1206 -1.9681 0.04 0.00 0.02
C -3.4371 1.1497 0.1509 0.02 -0.07 -0.05
C -2.1002 1.9336 3.0513 -0.05 -0.01 -0.02
C 0.2925 -0.7466 3.4861 0.13 -0.10 0.11
C 1.0751 -4.5361 1.3713 0.04 0.03 0.03
C -2.0371 2.5133 4.3062 0.01 0.03 0.00
C 1.7842 2.6178 -0.2077 0.01 0.01 -0.06
C -2.8217 -2.8695 -0.3458 0.00 -0.03 -0.03
C 0.4487 -2.1138 5.4146 -0.02 -0.02 -0.02
C 2.5432 -4.7135 -0.5399 0.00 -0.02 0.03
C 3.2938 -4.0026 0.5755 0.03 -0.01 0.06
H 4.3408 1.1810 2.6545 0.00 0.01 -0.01
H -0.0478 -2.7731 6.1231 0.02 0.01 0.03
H -0.7719 3.6471 -0.9600 0.00 0.04 0.01
H 2.0872 -3.9772 -1.2059 0.01 0.00 -0.01
H 5.7211 1.0018 1.5543 -0.01 0.01 0.01
H 3.6508 -1.2006 4.0797 -0.01 -0.01 0.00
H 2.1242 -3.1739 4.4805 0.00 -0.01 0.00
H 6.2091 -1.2248 2.4427 0.01 0.00 0.02
H -0.3361 -0.3786 2.6558 -0.14 -0.05 0.02
H 0.9794 0.0711 3.7311 -0.06 0.00 -0.08
H 1.9003 -6.3989 0.6415 -0.01 -0.01 0.00
H -0.9352 -0.4267 -2.5764 -0.05 0.05 0.00
H -3.5932 0.7574 -0.8549 0.01 -0.01 0.01
H 3.2550 0.3147 0.6265 -0.08 0.11 -0.03
H 5.8660 -0.3022 3.9067 0.01 0.00 -0.01
H 3.6983 5.4005 -0.1901 -0.01 0.00 0.00
H -3.6138 0.3516 0.8703 0.00 0.00 0.03
H 1.2007 -1.5390 5.9578 0.01 0.00 -0.01
H -1.9117 2.7074 -1.9192 0.03 -0.01 0.01
H 0.6175 -5.7616 -0.3809 0.00 -0.02 0.00
H 4.6102 -0.7692 0.3234 -0.01 0.01 -0.01
H -1.5890 4.2934 5.4177 -0.01 0.00 0.00
H -1.6407 -1.9596 1.1929 -0.01 0.06 0.02
H -2.5765 -1.9764 -3.6023 0.01 0.00 0.00
H -3.3172 -3.5566 0.3247 0.00 0.00 0.00
H -2.4228 0.9007 2.9608 0.00 0.01 0.01
H -1.0126 5.6146 3.4113 0.00 0.00 0.00
H 3.8612 -3.1370 0.2387 0.00 -0.01 0.01
H -2.5242 3.8613 -0.7188 -0.01 -0.01 0.00
H -4.1479 1.9547 0.3379 -0.03 -0.02 -0.02
H 3.9796 -4.6855 1.0814 0.01 0.00 0.00
H 1.9247 3.1538 3.0376 0.01 -0.02 0.00
H 0.1670 -3.9767 1.1302 0.01 0.00 -0.01
H 0.5349 -3.8085 4.0595 -0.02 -0.01 -0.02
H 0.9036 -5.0800 2.2987 -0.02 0.01 0.02
H -1.1204 4.5953 1.1840 0.00 0.00 -0.01
H -0.8203 -0.3196 5.3149 0.00 0.00 -0.01
H 4.4507 -2.5831 3.3157 0.02 -0.01 -0.01
H -2.3125 1.9414 5.1825 -0.01 0.00 0.00
H 3.3258 5.1107 2.2721 -0.01 0.01 0.00
H -1.4142 -1.7113 4.3938 -0.01 0.02 -0.01
H 3.1903 -5.3615 -1.1278 -0.01 0.01 -0.02
H 2.6660 3.7823 -1.7689 0.00 0.01 0.00
```
Positions in Å, forces in eV/Å.

Output
energy above the lowest of the compared OMol25 structures with the same formula, charge and spin	0.0	kJ/mol
HOMO energy	-13.7	eV
lowest unoccupied orbital energy	-6.4518	eV
net charge	+2
Kohn-Sham gap	7.2	eV



Here is a cluster of 10 separate species, C30H85O35P5S5 in total from the OMol25 dataset. Energies are from ωB97M-V/def2-TZVPD.

The geometry in XYZ format:
```
160
Properties=species:S:1:pos:R:3:forces:R:3
S -27.0555 28.2345 -6.1076 -1.40 2.57 -1.90
S -22.7214 35.1175 -0.1418 -0.91 1.46 0.72
S -22.0167 19.0870 1.4759 -0.18 -0.62 -3.58
S -19.8036 26.2939 2.1191 -1.03 0.13 -0.25
S -27.4499 21.5870 -0.2375 -0.32 -0.95 1.54
P -29.6013 33.4717 -1.4484 0.62 -0.72 0.27
P -25.5308 32.4810 4.2832 -2.01 -0.75 -1.63
P -26.2206 21.5114 -5.3741 1.88 2.94 1.23
P -25.6315 28.3005 -0.2152 -0.62 -1.51 -1.01
P -21.9835 25.3584 -3.7785 0.47 1.28 -0.31
O -24.2095 28.1106 0.5977 -1.54 -0.39 -1.75
O -22.5570 36.0813 -1.1925 -0.15 -0.85 -0.46
O -31.1946 33.2649 -1.7092 0.24 1.83 -0.01
O -26.5387 32.2354 5.5381 2.12 0.83 -0.45
O -28.9645 32.3627 -2.4600 -0.65 1.31 0.34
O -19.9235 24.8480 2.1629 0.09 1.14 0.47
O -29.1455 33.3837 -0.0378 -0.65 0.22 -1.65
O -21.8378 24.7371 -2.2993 0.26 1.26 -0.66
O -19.1317 26.8794 3.5467 -1.56 -0.89 -1.97
O -20.8922 24.6084 -4.6907 -0.89 0.95 0.30
O -22.9370 33.5774 -0.7556 2.82 3.31 2.91
O -28.4825 27.6769 -5.5127 1.44 0.90 -0.98
O -28.8127 21.2362 -1.0446 0.75 0.24 0.94
O -26.3346 31.4722 3.1623 3.43 0.64 2.93
O -26.2517 21.3477 -1.0151 -1.16 -0.06 0.52
O -25.9804 26.8127 -0.8164 0.43 3.18 -1.55
O -23.3186 25.3039 -4.3486 -0.78 -0.64 0.08
O -24.1798 31.6557 4.5540 -1.32 -0.02 -0.07
O -21.7268 35.1166 0.8894 0.08 -1.29 -0.44
O -29.2576 34.9042 -2.1368 -0.16 -2.01 1.54
O -27.6602 22.8886 0.3415 0.10 -0.84 -0.31
O -22.6228 18.1135 0.5457 0.29 1.43 2.46
O -24.7251 20.8895 -5.5952 -1.91 0.52 1.82
O -26.5126 22.6799 -6.2864 -0.06 -2.80 1.13
O -26.0192 21.9963 -3.8271 -1.57 -1.53 -1.47
O -21.0358 27.0760 1.8081 3.46 -1.41 1.05
O -21.4999 26.9212 -3.7071 0.11 -1.59 0.73
O -21.8219 20.4105 0.5562 2.24 -1.21 0.72
O -26.3400 28.9437 -5.0277 -1.02 -1.66 -2.02
O -27.4411 28.9811 -7.3678 1.18 -2.18 3.83
O -20.7207 18.7686 2.0151 -1.38 0.74 0.30
O -26.8316 28.7257 0.5019 0.67 0.87 0.39
O -25.3146 29.1940 -1.5247 0.24 -1.55 1.19
O -27.1511 20.2177 -5.2758 0.43 0.95 -0.10
O -25.3313 33.9084 3.9133 -0.40 -1.76 0.40
C -23.1650 19.7280 2.7163 -0.20 -1.40 1.36
C -25.0313 32.6226 -1.0111 -0.84 -0.50 -0.67
C -28.6522 31.0158 -2.0893 -0.71 -0.76 1.00
C -24.0900 28.7731 1.8227 0.34 0.68 2.10
C -18.5170 26.6168 0.8071 -1.75 0.85 1.13
C -22.8673 20.8461 -0.2950 -1.54 0.08 1.78
C -27.6153 20.2309 1.1477 0.68 2.53 -1.57
C -24.3975 20.5931 -6.8655 1.64 -0.61 -4.08
C -25.4126 25.6497 -0.3219 0.17 0.31 1.06
C -26.4921 30.9340 6.1059 -0.96 -1.35 -0.26
C -16.7188 26.6685 3.8525 -1.01 -0.10 0.13
C -29.7255 21.1376 -3.2440 -1.83 -0.35 0.03
C -21.2440 23.3231 -5.2417 1.79 -0.78 0.38
C -28.7256 20.6181 -2.3020 2.76 0.26 -2.33
C -29.6428 26.0122 -4.3171 0.31 -1.46 -0.66
C -23.9618 33.4318 -1.6213 -1.52 -0.38 -3.91
C -27.3379 19.4244 -6.4533 -1.15 -0.35 -0.89
C -24.8466 22.7541 -3.5054 0.15 0.08 -1.06
C -32.0633 34.4411 -1.7549 -0.71 0.49 -0.85
C -28.4004 26.8799 -4.3339 -0.89 0.54 1.20
C -22.9587 32.2068 4.1095 1.64 0.57 -0.24
C -21.1374 27.5474 -4.9345 0.70 -0.63 -1.10
C -22.6505 22.2717 -0.6197 0.58 1.10 -1.35
C -26.2685 26.6908 -6.6395 0.42 0.37 1.14
C -20.8411 25.2570 -1.3954 0.50 0.38 0.60
C -27.4555 32.0110 2.5329 -0.08 0.26 -1.26
C -24.2642 35.5292 0.7521 0.79 -0.58 0.19
C -18.1220 26.0539 4.1312 2.37 0.48 0.20
C -29.3437 35.0348 -3.5152 0.09 1.27 -2.03
C -24.0841 28.8456 -2.2296 -0.48 1.65 -0.65
H -31.7567 35.3316 -2.3037 1.53 -0.22 -0.02
H -24.5191 28.2412 2.6718 -1.09 -0.17 -0.37
H -24.0274 22.0456 -3.3827 0.08 0.16 0.36
H -27.4634 26.3230 -4.3351 -0.22 -0.36 0.09
H -25.4832 26.9522 -7.3488 -0.47 0.00 -0.28
H -23.6149 22.7725 -0.7041 0.08 0.22 0.40
H -18.1782 26.0610 5.2197 -1.00 -0.03 -0.13
H -22.2535 32.2797 4.9375 -0.43 0.45 0.41
H -22.3686 31.5873 3.4342 -0.83 -0.59 -0.41
H -23.0790 28.7707 2.2300 0.58 0.26 -1.15
H -26.3478 30.9006 7.1858 0.16 0.63 -0.08
H -28.7651 19.5301 -2.3567 -0.30 -0.17 1.02
H -24.3720 34.2718 -2.1818 0.17 1.20 1.00
H -29.1578 30.7492 -1.1612 0.65 0.43 0.64
H -28.4088 19.2399 -6.5390 0.00 -0.20 0.27
H -23.5287 21.1524 -7.2125 0.28 0.19 0.32
H -21.2433 28.6323 -4.9290 -0.17 -0.22 0.54
H -30.5998 26.3627 -4.7037 0.42 0.96 -0.07
H -23.6622 20.8068 0.4498 -1.15 -0.01 -0.91
H -24.0041 36.2867 1.4914 0.48 0.13 -0.31
H -29.3625 25.2145 -5.0050 -0.47 -0.60 0.16
H -25.0785 35.9403 0.1554 0.09 -0.68 -0.19
H -25.1121 20.8038 -7.6612 -0.62 0.47 0.38
H -16.3655 26.2975 2.8905 0.50 0.17 0.26
H -24.4853 29.7876 1.7713 0.00 -0.05 0.18
H -24.4893 32.0213 -0.2812 -0.93 -0.28 0.35
H -20.1094 27.2680 -5.1651 0.24 0.34 0.18
H -28.3665 34.9820 -3.9952 0.13 -0.41 0.18
H -25.8676 33.2422 -0.6873 0.21 -0.15 0.87
H -27.4623 30.4876 5.8881 -0.08 -0.11 0.16
H -22.2183 22.4023 -1.6118 0.12 -0.22 -0.13
H -24.2724 28.9553 -3.2975 -0.48 -0.69 -0.02
H -20.2433 22.8935 -5.2880 -0.16 -0.64 0.10
H -21.6809 27.1361 -5.7852 -0.53 0.12 0.15
H -27.0333 25.9837 -6.9607 0.11 0.34 -0.40
H -23.1049 20.2760 -1.1931 0.39 -0.59 0.40
H -18.9341 26.0291 -0.0107 0.40 0.18 -0.01
H -16.0827 26.4206 4.7022 0.33 -0.30 -0.39
H -24.1554 19.5552 -7.0941 0.07 -0.41 0.84
H -27.5753 30.8510 -2.0549 -0.19 0.13 0.11
H -25.7467 26.2533 -5.7883 -0.05 0.04 0.17
H -20.2933 24.4662 -0.8830 -0.11 -0.44 -0.54
H -28.0692 31.1917 2.1585 -0.20 -0.01 0.46
H -23.1010 33.1678 3.6152 0.02 0.02 0.28
H -29.7760 22.1939 -3.5078 0.40 0.06 0.56
H -21.2538 25.8395 -0.5717 -0.78 0.02 -0.24
H -29.8902 25.6025 -3.3378 0.48 -0.08 0.07
H -26.8200 18.4654 -6.4401 0.20 0.20 0.54
H -26.0506 24.8389 -0.6734 0.35 -0.20 0.35
H -30.0313 34.3886 -4.0609 -0.02 -0.44 0.48
H -30.6185 20.8207 -2.7053 -0.99 0.38 -0.93
H -23.4695 29.7301 -2.0624 0.81 -0.57 0.54
H -27.7730 19.3080 0.5895 0.03 0.03 0.53
H -18.0872 25.0284 3.7637 -0.69 0.05 0.05
H -23.3083 18.9398 3.4554 0.67 -0.58 0.02
H -22.7654 20.5292 3.3379 0.15 0.31 -0.75
H -32.9175 34.2522 -2.4052 -0.27 -1.04 0.55
H -24.3695 25.5931 -0.6332 0.07 -0.52 0.00
H -21.9316 22.7749 0.0269 -0.49 -0.01 0.47
H -16.7840 27.7565 3.8493 -0.06 0.00 -0.17
H -24.6328 23.3832 -4.3695 0.21 0.26 0.32
H -27.7786 20.8455 -2.7915 0.50 0.01 0.71
H -17.4737 26.4083 1.0441 -0.43 -0.24 0.25
H -26.6703 20.3560 1.6763 0.10 -0.56 -0.20
H -27.9664 32.6862 3.2193 -0.37 0.13 -0.51
H -25.0295 23.3731 -2.6270 -0.10 -0.30 -0.09
H -25.7654 30.2735 5.6329 0.17 0.23 0.05
H -21.8528 22.7369 -4.5533 -0.16 0.12 -0.18
H -27.1076 19.9025 -7.4054 0.36 0.47 0.30
H -23.6692 27.8693 -1.9790 0.02 0.30 0.10
H -23.5427 32.9881 -2.5244 0.28 -0.97 0.13
H -29.1335 30.2492 -2.6967 0.18 0.60 -1.11
H -24.4360 34.6465 1.3682 -0.75 -0.06 -0.25
H -25.4774 32.0161 -1.7993 0.06 -0.45 0.19
H -28.3833 20.6018 1.8264 -0.32 -0.39 -0.42
H -25.4806 25.8745 0.7425 0.40 -1.60 0.48
H -28.4085 27.4793 -3.4235 0.33 0.53 -0.21
H -32.3995 34.8837 -0.8173 0.20 -0.91 0.44
H -24.2261 19.8110 2.4812 0.36 0.67 -1.08
H -18.7076 27.6834 0.6882 0.46 0.02 -0.56
H -21.5753 23.2519 -6.2777 -0.64 0.95 0.20
H -29.6784 36.0496 -3.7302 -0.15 0.15 0.16
H -27.0375 32.4514 1.6276 -0.75 0.84 0.00
H -29.5931 20.5974 -4.1814 -0.31 -0.18 0.06
H -20.1418 25.9378 -1.8806 0.00 -0.25 -0.34
```
Positions in Å, forces in eV/Å.

Output
energy above the lowest of the compared OMol25 structures with the same formula, charge and spin	319.4	kJ/mol
HOMO energy	-9.9	eV
lowest unoccupied orbital energy	0.1395	eV
SMILES	CCOS(C)(=O)=O.CCOS(C)(=O)=O.CCOS(C)(=O)=O.CCOS(C)(=O)=O.CCOS(C)(=O)=O.COP(=O)(OC)OC.COP(=O)(OC)OC.COP(=O)(OC)OC.COP(=O)(OC)OC.COP(=O)(OC)OC
net charge	0
Kohn-Sham gap	10.0	eV